No. 1
A molecular structure, C11H26ORhSe2, computed with wB97M-V/def2-TZVPD.

The geometry in XYZ format:
```
41
Properties=species:S:1:pos:R:3:forces:R:3:mulliken_charge:R:1
Rh -0.477 -0.350 -0.223 0.544 -0.522 -0.013 0.64
C -0.905 3.081 -0.659 0.001 -0.042 0.009 -1.09
Se -1.313 1.396 -1.533 0.233 0.000 -0.128 0.25
C 0.143 1.350 -2.835 -0.076 0.064 -0.051 -0.68
C 1.497 1.490 -2.187 0.175 0.108 0.002 -0.85
Se 1.791 0.179 -0.744 -0.725 0.067 0.045 0.19
C 2.535 1.408 0.560 -0.017 -0.049 0.017 -1.14
H -1.017 3.876 -1.395 0.002 0.002 -0.002 0.42
H 0.093 3.085 -0.235 0.009 -0.007 -0.002 0.23
H -1.637 3.217 0.133 -0.014 -0.013 -0.014 0.38
H -0.017 2.150 -3.559 -0.047 -0.011 0.016 0.54
H -0.003 0.383 -3.314 0.005 -0.032 0.034 0.28
H 1.636 2.470 -1.734 0.011 0.019 -0.023 0.44
H 2.290 1.341 -2.918 0.004 -0.044 0.019 0.50
H 3.402 1.891 0.113 0.003 -0.019 -0.024 0.39
H 2.849 0.816 1.415 0.004 0.017 0.007 0.39
H 1.787 2.135 0.860 0.018 0.016 0.011 0.35
C -0.542 -2.101 1.760 -0.112 0.028 -0.022 -1.13
C -1.334 -0.812 2.025 0.018 0.089 0.412 0.50
C -1.911 -0.784 3.444 -0.050 -0.079 -0.060 -1.78
C -0.434 0.345 1.679 0.178 0.363 -0.069 -0.79
H -1.179 -2.984 1.745 0.008 0.002 -0.026 0.38
H 0.228 -2.232 2.521 0.061 0.048 -0.046 0.48
H 0.009 -2.119 0.784 0.029 -0.059 0.011 0.41
H -2.212 -0.782 1.339 0.026 -0.014 -0.074 0.16
H -1.099 -0.837 4.170 -0.001 0.019 0.012 0.36
H -2.579 -1.630 3.614 0.012 0.000 -0.011 0.44
H -2.471 0.133 3.620 0.009 0.009 -0.006 0.40
H 0.540 0.292 2.167 -0.050 -0.038 0.123 0.32
H -0.853 1.343 1.808 -0.111 -0.064 0.129 0.49
C -2.940 -2.501 -1.288 -0.027 -0.064 -0.011 -1.17
C -1.666 -2.498 -2.120 0.019 0.132 0.062 0.40
C -0.783 -3.696 -1.807 0.012 -0.094 -0.018 -1.19
O -0.957 -1.285 -1.970 -0.168 0.116 -0.324 -0.53
H -3.536 -3.397 -1.473 0.005 0.007 0.007 0.46
H -3.554 -1.630 -1.522 0.005 0.011 0.001 0.24
H -2.698 -2.487 -0.219 0.010 0.007 -0.008 0.13
H -1.957 -2.553 -3.177 0.013 -0.029 0.016 0.25
H -0.573 -3.773 -0.736 -0.009 0.043 -0.003 0.20
H 0.165 -3.615 -2.339 -0.009 0.005 -0.016 0.29
H -1.266 -4.626 -2.113 0.000 0.006 0.019 0.43
```
Positions in Å, forces in eV/Å.

HOMO-LUMO gap (alpha / beta)	0.250 / 0.250	Eh
net charge	+1
spin multiplicity	1

=====

No. 2
A molecular structure, C17H19CeCl2N3 in a non-equilibrium geometry, computed with wB97M-V/def2-TZVPD.

The geometry in XYZ format:
```
42
Properties=species:S:1:pos:R:3:forces:R:3:mulliken_charge:R:1
Ce -1.715 -1.044 -1.672 -1.234 -1.677 0.089 0.71
Cl -4.096 -0.145 -1.310 -0.367 0.491 0.104 -0.49
Cl -0.470 -2.412 -3.440 0.397 -0.018 -0.479 -0.48
C -2.397 -2.810 -0.812 0.596 0.460 -0.253 -0.55
H -1.940 -3.766 -1.127 -0.344 0.314 0.238 0.18
H -3.210 -2.840 -0.074 0.122 -0.280 -0.262 0.22
C -0.035 2.147 -2.719 1.287 1.115 0.593 -0.46
C -0.775 1.225 -3.280 -0.797 -1.349 -1.366 -0.09
H 0.868 1.883 -2.151 -0.126 -0.027 -0.551 0.35
C -2.115 1.492 -3.939 -0.259 0.450 -0.393 -0.44
H -0.367 0.210 -3.476 -0.074 0.546 0.530 0.54
C -2.270 2.968 -4.379 0.142 -0.295 -0.065 -0.89
H -2.250 0.833 -4.811 0.093 0.146 0.268 0.35
H -2.951 1.258 -3.249 0.424 -0.001 -0.177 0.18
C -1.731 3.936 -3.329 0.041 -0.143 0.315 -0.68
H -1.728 3.124 -5.321 -0.042 -0.074 0.091 0.33
H -3.328 3.180 -4.578 0.212 -0.030 0.006 0.37
C -0.282 3.618 -2.906 -0.724 0.511 0.246 -0.71
H -1.803 4.965 -3.699 0.055 -0.139 0.101 0.33
H -2.361 3.871 -2.435 -0.025 0.032 -0.060 0.30
H 0.400 4.012 -3.672 0.083 -0.297 0.129 0.34
H -0.054 4.179 -1.990 0.035 -0.123 -0.115 0.33
N 5.795 -2.858 6.295 -2.094 0.750 -1.552 -0.48
C 4.894 -2.533 5.621 1.964 -0.705 1.470 0.04
C 3.795 -2.128 4.784 -0.442 0.094 -0.148 0.35
C 4.043 -1.583 3.519 -0.214 0.124 -0.225 -1.05
C 2.985 -1.199 2.694 0.147 -0.176 0.518 -0.51
C 1.670 -1.369 3.142 0.427 -0.208 0.286 2.00
C 1.403 -1.882 4.417 0.549 -0.087 0.061 -0.39
C 2.472 -2.269 5.232 -0.187 0.153 -0.185 -1.01
N 0.603 -1.067 2.271 -0.928 0.353 -0.614 0.32
C -0.766 -1.105 2.571 0.103 0.225 -0.805 -0.29
C -1.432 -0.814 1.414 0.991 -0.285 0.076 -0.80
N -0.503 -0.637 0.380 1.657 0.502 2.165 -0.18
C 0.712 -0.750 0.950 -1.736 -0.228 -0.233 -0.29
H 5.070 -1.462 3.178 -0.260 -0.028 0.084 0.42
H 3.187 -0.769 1.714 0.055 -0.182 0.378 0.24
H 0.377 -1.996 4.771 0.450 -0.026 -0.099 0.26
H 2.280 -2.686 6.222 0.052 0.140 -0.321 0.42
H -1.137 -1.372 3.542 -0.006 0.112 -0.012 0.36
H -2.497 -0.766 1.206 0.264 -0.023 0.222 0.54
H 1.660 -0.635 0.445 -0.284 -0.115 -0.054 0.31
```
Positions in Å, forces in eV/Å.

HOMO-LUMO gap	0.227	Eh
net charge	0
spin multiplicity	1

=====

ΔE to the lowest compared entry with this formula, charge and spin (kcal/mol)
10.8, 0.1
E_tot (Ha)
-5423.06080, -2218.92617